# 1
C3H7MgO3 as an isolated structure, computed with ωB97M-V/def2-TZVPD.

LUMO (spin up / spin down)	-0.0209 / -0.0296	hartree
2S+1	2
<S²>	0.755
total charge	0

```
14
Properties=species:S:1:pos:R:3:forces:R:3:mulliken_charge:R:1
O 3.384684 0.375113 -1.731498 -0.9611 -0.0152 -0.1699 -0.585
Mg 1.515088 0.058752 -1.347509 0.3929 -0.1940 1.6899 1.080
O 0.751755 -1.283798 -0.089203 -0.5499 -0.3460 -1.4669 -0.818
C -0.643329 -1.399448 -0.352182 0.0566 0.0786 0.8126 -0.212
C -1.223332 -0.003844 -0.109138 -0.8081 -0.3088 2.3962 -0.437
O -0.342293 1.092204 -0.318775 0.5846 -0.1311 -1.9748 -0.529
C 0.576492 1.352300 0.765335 -1.4580 -3.0255 2.5397 -0.817
H -1.089004 -2.072356 0.401813 0.0135 0.2695 -0.0755 0.291
H -1.062831 -1.836246 -1.275116 1.1336 0.0821 -0.5513 0.282
H -1.351751 -0.031841 0.990314 -0.5106 0.3882 -0.3003 0.298
H -2.214342 0.165716 -0.551972 0.4654 0.2413 -0.1802 0.389
H 0.864838 2.413106 0.710005 0.9794 -0.7780 -0.2736 0.269
H 0.010935 1.308050 1.710285 -0.5338 0.6703 -0.2100 0.358
H 0.823087 -0.137711 1.197637 1.1953 3.0686 -2.2358 0.431
```
Forces are in eV/Å.



# 2
A 11-piece molecular cluster, C32H91N5O16 overall, computed with ωB97M-V/def2-TZVPD.

LUMO	-0.0077	hartree
total charge	0

```
144
Properties=species:S:1:pos:R:3:forces:R:3:mulliken_charge:R:1
O 1.474374 -0.851737 -2.692762 -0.2368 -1.4658 -2.5626 0.034
H 1.761572 -1.765738 -2.753760 0.0842 -0.2006 0.2367 0.458
H 0.772177 -0.706523 -2.054453 -3.1739 0.3169 3.1711 0.233
H 2.172730 -0.213664 -2.529133 2.5757 1.8691 0.4651 0.123
C -1.034341 -0.268327 1.564562 0.3308 0.8010 0.6724 0.531
C 0.018835 0.046477 0.489501 -0.8742 -1.7177 -0.2096 0.434
O -0.372076 -0.578757 -0.714527 1.3256 -0.0636 -0.7560 -0.334
H -0.711547 -0.111019 2.593712 0.6427 0.4152 -0.0017 0.163
H -1.256945 -1.335157 1.584726 -0.4256 0.0289 -0.6806 -0.442
H -1.891772 0.397651 1.467690 -0.3159 -0.7618 -0.1026 -0.239
H 0.931159 -0.390302 0.895682 0.7125 0.0896 -0.1057 -0.453
H 0.178884 1.115919 0.352442 -0.0682 0.3948 0.1417 -0.084
O 1.237088 1.063306 4.409877 0.5090 0.3015 -0.2181 -0.566
H 1.310943 1.918915 4.832633 0.1342 0.2181 0.0732 0.303
H 0.402442 0.713054 4.721193 -0.2639 -0.6231 0.0474 0.440
O -0.309485 -3.823361 0.101176 0.3045 -0.5818 0.1125 -0.621
H -0.221929 -2.936223 -0.247467 -0.0900 0.9331 -0.1124 0.228
H -1.228754 -4.048079 -0.042603 -0.2547 0.0127 -0.0423 0.308
O -2.914890 -1.250818 -1.484504 -0.8409 -0.4838 -0.1733 -0.400
H -2.936836 -1.986283 -2.096751 -0.1689 -0.1002 -0.2786 0.211
H -2.001250 -1.199522 -1.203674 1.1926 0.6004 0.4850 0.025
O -3.226618 1.486692 -0.088784 -0.2206 0.4088 -0.2772 -0.686
H -2.285549 1.321877 -0.030029 0.3246 -0.2038 -0.2804 0.056
H -3.438003 1.960330 0.715715 -0.0847 0.1530 0.2357 0.289
C -6.233721 -0.994556 4.678198 -0.0666 -0.2226 -0.2293 -0.596
O -5.988270 -0.497157 3.365076 0.4592 -1.3015 0.1607 -0.418
C -5.200376 -1.468562 2.626744 0.2351 0.9768 -0.7892 -0.013
C -4.601029 -0.784254 1.423579 0.4603 1.0122 -0.4988 -0.251
N -5.434599 -0.537493 0.266234 -1.1751 -1.7426 0.3262 -0.060
C -5.819505 -1.809248 -0.384269 0.0353 1.4990 -1.5067 -0.456
C -6.487019 -1.496451 -1.732665 0.5793 -1.1303 -0.9698 -0.932
O -5.691410 -0.697552 -2.613101 -0.7413 0.8488 -1.4044 -0.108
C -6.169011 -0.619578 -4.018459 -0.3910 -0.8417 1.2427 -0.905
H -6.651007 -0.238929 5.343783 0.0680 0.2711 -0.3724 0.283
H -5.308510 -1.372255 5.113422 0.1944 0.0669 0.1559 0.136
H -6.929572 -1.833326 4.659179 -0.1780 -0.1347 -0.0805 0.311
H -5.726976 -2.315100 2.186098 -0.7511 -0.2715 0.7913 0.399
H -4.351031 -1.836913 3.202088 -0.1618 -0.0646 0.5575 -0.033
H -3.760568 -1.352028 1.024388 0.3489 0.1271 0.3462 0.153
H -4.309703 0.228690 1.701375 0.6345 -0.2436 0.4324 -0.025
H -6.298182 -0.192556 0.660389 -0.4243 0.5902 -0.1889 0.296
H -6.577291 -2.401002 0.129248 -0.0072 -0.2278 0.4194 0.414
H -4.950482 -2.429851 -0.602810 0.1991 0.2190 0.3561 0.257
H -7.523397 -1.201656 -1.567975 -0.0855 0.8931 -0.1949 0.368
H -6.566794 -2.469524 -2.217301 -0.2984 -0.4641 -0.1599 0.428
H -5.656420 0.065951 -4.693292 0.7419 0.2586 0.9416 0.264
H -7.215178 -0.330887 -4.119843 -0.2710 0.0795 0.5638 0.331
H -6.102628 -1.590855 -4.508689 0.1434 -0.3785 0.1921 0.333
C 3.923183 -0.814478 1.899964 0.1451 0.0294 -0.6690 -0.915
O 4.527865 -0.408839 0.617074 -1.9220 0.0368 1.3562 -0.083
C 4.317389 -1.280002 -0.449569 -0.2112 -0.1499 -1.1619 -0.858
C 4.541750 -0.631120 -1.859910 0.7141 0.4609 1.2219 -0.901
N 3.697026 0.599508 -2.137271 1.0766 -1.6809 -1.7636 0.928
C 4.259738 1.359100 -3.316187 -0.7496 -0.6048 0.2004 -1.010
C 3.835154 0.748032 -4.660911 -1.6785 0.2277 0.5877 -0.820
O 2.419545 1.000897 -4.849326 -0.0311 0.1393 0.1753 -0.086
C 1.794387 0.234803 -5.868100 0.9680 0.3765 -1.0620 -0.959
H 4.455119 -1.658219 2.339542 0.1271 -0.1838 -0.2238 0.349
H 2.866674 -1.063831 1.801405 0.0196 -0.0860 -0.3816 0.125
H 3.955856 -0.008210 2.632752 0.3451 0.3095 -0.4666 0.310
H 3.312738 -1.684715 -0.571964 -0.6093 0.1655 0.9301 0.297
H 4.943910 -2.147128 -0.240614 0.3380 -0.2925 -0.7711 0.443
H 4.419871 -1.447321 -2.571994 -0.8321 0.0212 -0.2562 0.419
H 5.601564 -0.443416 -2.032102 0.2968 0.6142 0.3420 0.514
H 3.815679 1.294831 -1.414392 -0.0351 -0.3588 1.0176 -0.261
H 5.347576 1.425002 -3.297058 0.2448 -0.2972 0.1576 0.483
H 3.916666 2.373527 -3.112871 -0.2327 0.1156 -0.7795 0.493
H 3.913635 -0.337125 -4.594779 0.5510 -0.2447 -0.0934 0.325
H 4.413624 1.116909 -5.507909 0.0589 0.0806 -0.0229 0.509
H 0.819240 0.601352 -6.188771 -0.2125 0.1731 1.0340 0.272
H 1.767196 -0.839724 -5.687135 -0.1075 -0.0952 0.4253 0.295
H 2.341709 0.366248 -6.801516 0.5013 -0.1541 -0.2022 0.382
C -5.197454 6.773528 -5.194282 0.9517 -0.1304 0.6765 -0.645
O -4.630231 5.549458 -5.608458 0.5600 -0.9269 -0.5980 -0.387
C -4.358617 4.556216 -4.588735 0.7303 1.6161 0.5574 -0.546
C -3.394228 5.032349 -3.466791 -1.3049 -0.1798 0.7313 -0.774
N -3.293368 3.972646 -2.455264 0.0302 0.0197 -0.4182 -0.102
C -2.308154 4.295303 -1.447758 1.2662 -0.2121 -0.2010 -0.954
C -0.964869 3.602505 -1.785041 -0.7029 -0.9902 1.3513 -0.230
O -0.220461 4.140157 -2.813833 0.0023 2.7532 -1.0254 -0.465
C 0.635619 3.268738 -3.456529 -0.9179 -2.3744 -0.0243 -0.628
H -4.465020 7.286951 -4.571344 -0.1765 0.1785 0.4658 0.246
H -6.127686 6.626466 -4.645522 -0.1845 0.0592 0.0485 0.297
H -5.332237 7.465950 -6.025236 -0.2359 -0.5865 -0.3777 0.243
H -3.833547 3.678205 -4.964933 -0.6152 0.0760 -0.8145 0.337
H -5.327814 4.312902 -4.153346 0.0153 -0.4456 0.2544 0.336
H -3.862628 5.860062 -2.934264 0.1952 0.7830 -0.3146 0.426
H -2.381858 5.298974 -3.770304 -0.2118 -0.0243 -0.4182 0.373
H -4.201673 3.821472 -2.040264 0.0015 -0.1464 0.0809 0.242
H -2.600003 3.960017 -0.452526 -0.0926 -0.3896 -0.2228 0.324
H -2.138291 5.363270 -1.311024 -0.0331 0.4553 -0.2707 0.431
H -1.240932 2.567855 -1.988478 -0.0362 -0.2880 -0.3112 0.252
H -0.338614 3.546285 -0.894675 0.1931 0.1830 0.5016 0.304
H -0.025749 2.442265 -3.716589 0.2359 -0.8106 -0.2300 0.367
H 1.379659 2.836641 -2.787342 0.4313 0.1813 0.1266 0.096
H 1.072406 3.512071 -4.425083 -0.0128 1.1641 0.3902 0.422
C 2.985558 2.662690 0.677708 0.3164 1.4608 0.0398 -0.859
O 4.134619 2.406257 -0.146928 -0.5319 0.2572 0.7812 -0.402
C 5.335029 3.067231 0.314362 -0.4858 -0.7541 0.1367 -0.896
C 6.467783 2.146346 -0.062245 0.5342 -0.4414 0.5895 -0.242
N 6.692712 1.082944 0.918528 0.2414 0.6010 0.5382 -0.467
C 7.782217 0.147542 0.597856 -0.6842 0.8861 -0.3316 -0.406
C 7.759842 -1.046288 1.534784 0.0557 -0.1162 -0.5219 -0.400
O 8.871301 -1.926348 1.271946 -0.6196 0.0209 1.5492 -0.388
C 9.314766 -2.466019 2.533425 1.4166 -0.1289 -0.8546 -0.733
H 3.164704 2.518797 1.743210 0.3403 -0.4197 0.0277 0.417
H 2.060025 2.145992 0.423721 0.5501 -0.4558 -0.5575 -0.025
H 2.791096 3.729541 0.567673 -0.3793 0.2155 0.0847 0.470
H 5.250035 3.195386 1.393456 0.2129 0.0287 0.0968 0.425
H 5.495052 4.041167 -0.148195 -0.4218 0.1265 -0.1928 0.452
H 7.372110 2.740126 -0.195402 0.1452 -0.1484 -0.2347 0.593
H 6.130501 1.673268 -0.984489 0.4292 0.2337 -0.7589 -0.158
H 5.816546 0.580823 0.901049 0.2391 -0.2199 0.2660 0.529
H 8.710415 0.717276 0.641997 0.2648 -0.2653 0.2416 0.420
H 7.680425 -0.175134 -0.438302 0.1388 -0.4240 -0.3718 0.216
H 6.847713 -1.627939 1.401368 -0.2837 -0.0341 -0.2677 -0.013
H 7.685701 -0.696274 2.564391 0.5805 0.0963 0.1690 0.450
H 8.551917 -2.870053 3.198956 -0.3446 0.5236 -0.0780 0.302
H 9.996062 -1.739192 2.975765 -0.5639 0.3782 0.6645 0.301
H 10.011518 -3.291420 2.387289 -0.2295 -0.2820 -0.6956 0.275
C -2.015381 0.583380 4.929976 -0.3272 1.3769 0.0243 -0.492
O -1.063507 -0.426016 4.961854 -1.3421 -1.8551 -0.0177 -0.554
C -1.705766 -1.713420 4.661290 1.5056 0.8898 -0.5838 0.802
C -0.639908 -2.740196 4.844780 0.4981 -1.0659 0.4522 -0.864
N -1.165496 -4.086932 4.680497 -0.2022 0.1773 0.4429 -0.391
C -1.421501 -4.401239 3.288972 -0.2458 -2.3345 0.9214 0.147
C -1.877440 -5.883712 3.185149 -0.1094 0.4599 0.6762 -0.790
O -0.888485 -6.845336 3.625453 -0.2585 0.7513 -1.2146 -0.398
C -0.036242 -7.113562 2.504801 0.0666 -0.4884 0.5774 -0.664
H -2.762247 0.516644 4.138870 0.1502 -0.3442 -0.4360 0.068
H -1.450120 1.500534 4.764399 -0.2865 0.3080 0.0847 0.289
H -2.596422 0.679180 5.847201 0.1318 -0.1272 0.3776 0.285
H -1.962586 -1.700267 3.602061 -0.4226 0.2266 0.0014 -0.852
H -2.590159 -1.944757 5.254956 0.0570 0.3272 0.3347 0.320
H -0.212244 -2.661501 5.844292 -0.0852 0.0959 0.1119 0.419
H 0.189680 -2.648957 4.143676 0.1498 0.8209 -0.2487 0.321
H -0.463064 -4.711917 5.049393 -0.1171 -0.3682 -0.0600 0.318
H -0.517018 -4.378130 2.681139 -0.1021 0.9732 -0.4575 0.331
H -2.290110 -3.822429 2.974938 0.4103 0.2685 -0.5967 -0.209
H -2.176652 -6.032301 2.147612 0.1345 -0.4319 -0.1956 0.373
H -2.765133 -6.036122 3.799049 0.0827 -0.0248 0.1615 0.438
H 0.753464 -7.812989 2.779148 0.0974 0.2593 0.4841 0.283
H 0.401853 -6.184900 2.139071 0.0423 -0.1288 -0.3180 0.287
H -0.582040 -7.661757 1.736896 -0.2685 0.3686 -0.3241 0.272
```
Forces are in eV/Å.



# 3
The molecule C3H5Cl2P, computed with ωB97M-V/def2-TZVPD.

LUMO	-0.0201	hartree
total charge	0
SMILES string	ClC=[PH2]/C=C/Cl

```
11
Properties=species:S:1:pos:R:3:forces:R:3:mulliken_charge:R:1
Cl -2.932129 -1.443334 0.793865 -0.7198 -0.0257 -0.1714 -0.199
C -2.408523 -0.213417 -0.381806 2.4865 -1.0724 0.6691 -0.403
P -0.510410 0.000329 -0.130633 -1.2564 -1.2408 1.3538 0.389
C 1.353861 -0.368256 -0.034224 -0.6951 -0.8102 0.4457 -0.267
C 2.005925 -0.424900 1.146436 0.1247 -0.1888 -3.1371 -0.292
Cl 3.662868 -0.665534 1.562210 -0.0809 -0.1082 -0.6384 -0.145
H -2.594882 -0.548018 -1.410328 -0.2698 -0.2381 0.1099 0.243
H -0.591379 0.901434 -1.061217 0.8111 2.3768 -2.0213 0.028
H -0.613443 0.620108 1.072516 0.0317 0.5404 0.9434 0.043
H 1.644035 -0.659875 -1.031972 1.0858 0.1822 0.0577 0.299
H 1.459002 -0.333326 1.998251 -1.5178 0.5848 2.3887 0.303
```
Forces are in eV/Å.



Which relative energy (zero: lowest compared OMol25 entry of this formula, charge and spin) belongs to each record? In order, 69.8, 82.5, 70.7 kcal per mole.